# 1
The following is a quantum chemistry calculation of the ion C4H10N3OS with charge +1, from OMol25.

Each line ends with the natural charge from an NBO analysis.
Atoms and positions in Å:
N: -1.20 1.50 1.46  -0.673
C: -0.79 1.18 0.27  0.506
C: -1.77 0.46 -0.64  -0.676
S: -3.58 0.71 -0.54  0.212
N: 0.45 1.22 0.07  -0.213
N: 1.35 0.82 -0.81  -0.199
C: 1.41 -0.60 -0.96  -0.299
C: 1.40 -1.39 0.37  -0.080
O: 0.10 -1.40 0.95  -0.720
H: -2.15 1.79 1.46  0.424
H: -0.52 2.08 1.89  0.418
H: -1.51 0.50 -1.69  0.261
H: -1.65 -0.50 -0.26  0.285
H: 2.27 1.21 -0.48  0.413
H: 0.54 -0.87 -1.52  0.214
H: 2.25 -1.04 -1.46  0.250
H: 1.63 -2.44 0.32  0.206
H: 2.07 -0.99 1.03  0.189
H: -0.28 -2.24 0.55  0.480

charge = +1
F_max = 3.9 eV Å⁻¹
energy relative to the best compared isomer or geometry (same formula, charge and spin) = 96.3 kcal/mol
E_LUMO (spin up / spin down) = -6.428 / -5.887 eV
SMILES string = [NH2+]=C(C[S-])/N=[NH+]\CCO

# 2
The following is a quantum chemistry calculation of the molecule C18H14ClF3O, from OMol25.

Each line ends with the natural charge from an NBO analysis.
Atoms and positions in Å:
F: -3.65 -4.28 1.65  -0.328
C: -3.36 -3.85 0.38  0.983
F: -2.68 -4.88 -0.23  -0.331
F: -4.56 -3.73 -0.28  -0.333
C: -2.57 -2.55 0.37  -0.189
C: -1.83 -2.20 -0.75  -0.176
C: -1.13 -0.99 -0.81  -0.233
C: -1.15 -0.14 0.30  0.321
O: -0.65 1.13 0.38  -0.526
C: 0.54 1.69 -0.26  0.208
C: 1.64 0.66 -0.16  -0.075
C: 2.02 -0.08 -1.27  -0.187
C: 2.84 -1.21 -1.12  -0.224
C: 3.37 -1.51 0.15  -0.048
Cl: 4.38 -2.88 0.34  0.021
C: 3.03 -0.72 1.26  -0.240
C: 2.23 0.40 1.08  -0.129
C: 0.24 2.28 -1.62  -0.244
C: -0.10 3.59 -1.53  -0.122
C: 0.18 4.16 -0.17  -0.448
C: 0.78 2.97 0.61  -0.401
C: -1.87 -0.54 1.44  -0.253
C: -2.62 -1.70 1.45  -0.157
H: -1.81 -2.91 -1.58  0.229
H: -0.62 -0.75 -1.75  0.216
H: 1.70 0.23 -2.27  0.216
H: 3.06 -1.86 -1.97  0.230
H: 3.42 -0.99 2.24  0.230
H: 2.06 1.10 1.91  0.216
H: 0.27 1.66 -2.52  0.213
H: -0.52 4.22 -2.31  0.216
H: -0.72 4.56 0.33  0.220
H: 0.91 4.98 -0.21  0.219
H: 0.37 2.84 1.62  0.232
H: 1.87 3.13 0.65  0.212
H: -1.86 0.10 2.32  0.227
H: -3.22 -1.93 2.32  0.231

F_max = 1.4 eV Å⁻¹
energy relative to the best compared isomer or geometry (same formula, charge and spin) = 0.0 kcal/mol
E_LUMO = 0.639 eV
SMILES string = FC(F)(F)c1ccc(O[C@@]2(c3ccc(Cl)cc3)C=CCC2)cc1